1.
The molecule C3H8N4O3 at a distorted geometry, computed with ωB97M-V/def2-TZVPD.

Last column: Mulliken charge in e.
Cartesian coordinates (Å):
C 1.2002 0.1667 1.0258  -0.331
C -0.4106 1.4487 -0.2735  -0.133
C -0.8003 -2.1848 -0.4733  -0.944
N 0.3727 1.3139 1.0659  -0.254
N -1.0626 0.2203 -0.4495  0.010
N -0.2788 -0.8286 -0.6232  -0.294
N 2.1296 -0.1514 0.0800  1.036
O 2.5473 -1.2887 0.2147  -0.615
O 2.3289 0.5887 -0.8507  -0.665
O -1.3925 2.4227 -0.1036  -0.512
H 1.2613 -0.3502 1.9614  0.354
H 0.3373 1.6041 -1.0923  0.348
H -1.3469 -2.5449 -1.3893  0.260
H 0.0893 -2.6347 -0.3139  0.369
H -1.4708 -2.3732 0.2456  0.406
H -0.4377 1.1754 1.7165  0.303
H -2.0819 0.2020 -0.2284  0.283
H -0.9843 3.2140 -0.5122  0.380

Calculated values
Energy relative to the best compared isomer or geometry (same formula, charge and spin): 110.2 kcal/mol
Electronic energy: -563.612451 Ha
HOMO-LUMO gap (spin up / spin down): 8.1 / 7.4 eV

***

2.
The molecule C3H8N4S at a distorted geometry, computed with ωB97M-V/def2-TZVPD.

Last column: Mulliken charge in e.
Cartesian coordinates (Å):
H -2.6604 -0.8408 -1.5839  0.231
N -2.8752 -0.8352 -0.4650  -0.734
C -1.7406 -0.5075 -0.0045  0.524
N -1.5956 -0.4615 1.2752  -0.396
N -0.6307 0.0999 -0.8178  -0.385
N 0.4245 0.8140 -0.3100  0.030
C -0.0319 2.1398 0.0673  -0.676
C 1.5734 0.3290 0.3033  -0.008
S 2.4339 -0.9721 -0.0701  -0.278
H -2.4290 -0.7032 1.8074  0.248
H -0.5425 -0.6646 1.5563  0.265
H -0.5532 -0.0540 -2.0049  0.250
H -1.0296 1.8845 0.5065  0.233
H -0.3081 2.7298 -0.7935  0.260
H 0.6955 2.7793 0.7144  0.296
H 1.8199 1.3352 0.9463  0.140

Calculated values
Energy relative to the best compared isomer or geometry (same formula, charge and spin): 81.8 kcal/mol
Electronic energy: -736.187721 Ha
HOMO-LUMO gap: 9.1 eV

***

3.
The molecule C3H8N4S at a distorted geometry, computed with ωB97M-V/def2-TZVPD.

Last column: Mulliken charge in e.
Cartesian coordinates (Å):
H 3.2739 0.9095 -0.8912  0.201
N 3.4283 0.5489 0.0422  -0.644
C 2.3814 0.0107 0.4500  0.080
N 1.1858 -0.0675 -0.2425  -0.148
C -0.0960 -0.2526 0.3767  0.537
N -0.3595 -0.3517 1.6088  -0.667
H 0.4519 -0.0356 2.1811  0.218
N -1.1044 -0.3441 -0.5894  -0.104
C -2.4192 -0.5852 -0.0767  -0.771
S -0.9759 0.6295 -1.9769  -0.245
H 2.3711 -0.4439 1.4396  0.335
H 1.2081 0.1328 -1.2224  0.149
H -2.3498 -1.4363 0.5825  0.346
H -2.7953 0.2574 0.5328  0.315
H -3.1268 -0.7684 -0.8687  0.249
H -1.0736 1.7966 -1.3459  0.150

Calculated values
Energy relative to the best compared isomer or geometry (same formula, charge and spin): 17.6 kcal/mol
Electronic energy: -736.290079 Ha
HOMO-LUMO gap: 10.0 eV

***

4.
A cluster of 2 separate species, C3H8NO in total at a distorted geometry, computed with ωB97M-V/def2-TZVPD.

Last column: Mulliken charge in e.
Cartesian coordinates (Å):
C -1.2402 0.2222 -0.4622  0.265
C 0.0939 0.0374 0.3859  -0.654
C 1.3693 0.3357 -0.2876  -0.252
O 2.3290 -0.2588 0.4539  -0.864
N -2.4424 -0.0743 0.3211  -0.663
H -1.1789 -0.6764 -1.1156  -0.702
H -1.2971 1.1800 -1.0339  0.268
H 0.0164 0.4958 1.3888  0.314
H 0.2126 -1.0568 0.5478  0.200
H 1.4824 1.3686 -0.4321  0.265
H 1.2763 -0.0442 -1.4125  0.041
H -2.7202 -1.0214 0.0326  0.193
H -0.6647 -1.2275 -1.6712  0.589

Calculated values
Energy relative to the best compared isomer or geometry (same formula, charge and spin): 150.4 kcal/mol
Electronic energy: -248.846964 Ha
Total charge: -1
HOMO-LUMO gap: 4.8 eV